No. 1
The following is a DFT calculation (the ωB97M-V functional and the def2-TZVPD basis) of C27H22ClN3O6 as an isolated structure at a distorted geometry.

The energy above the lowest of the compared OMol25 structures with the same formula, charge and spin comes out at 484.26 kcal/mol. As for the calculated total energy: -57614.518 eV. The largest force on an atom comes out at 0.3615 Eh/bohr. The value obtained for the LUMO energy is 0.2 eV. Its HOMO energy is -7.5 eV. As for the spin multiplicity: 1.

```
59
Properties=species:S:1:pos:R:3:forces:R:3
O -3.7468 -3.2093 -2.0106 2.67 0.14 0.88
C -2.6686 -2.9056 -1.4507 -4.67 2.06 -0.06
N -2.5952 -1.8296 -0.5474 -6.04 -1.89 -4.96
C -3.7089 -1.0789 -0.1286 -3.12 -1.34 -3.45
C -5.0040 -1.2009 -0.8291 1.51 10.48 11.02
C -6.0601 -0.2205 -0.1848 3.12 -2.72 -0.41
C -5.7627 0.5958 0.9507 7.57 -8.69 -7.61
C -4.4249 0.7209 1.2416 -0.12 1.37 3.98
C -3.4861 -0.1469 0.8506 4.38 -0.18 2.35
H -2.4176 -0.2392 1.3914 -2.58 0.73 -1.31
O -4.3943 1.8498 2.3681 0.91 -3.21 -3.61
C -5.7134 2.3540 2.2860 2.15 -1.56 1.08
O -6.4117 1.5076 1.2827 -8.57 11.69 5.14
H -5.4849 3.4277 2.2446 -1.63 0.04 -1.35
H -6.0728 2.0835 3.2527 -1.44 0.18 0.57
H -7.0564 -0.1494 -0.5546 -0.56 -0.20 -0.44
H -5.2216 -1.8733 -1.4205 -2.14 -6.11 -5.98
H -1.8953 -1.8025 0.0129 5.78 0.31 4.26
C -1.4106 -3.5797 -1.6768 -5.53 -7.55 1.31
H -1.5186 -4.4183 -0.7220 0.43 1.52 -2.72
H -1.5736 -4.1576 -2.6918 1.40 1.30 1.70
O -0.4470 -2.8092 -1.3723 5.64 3.60 -0.90
C 0.4418 -2.9551 -0.3929 -1.37 -4.33 3.71
O 0.1461 -3.7681 0.6300 2.41 4.78 -5.86
C 1.7512 -2.1105 -0.8432 0.28 -11.70 9.01
N 1.5521 -0.9051 -1.0370 -5.20 1.12 1.28
C 0.4702 -0.4220 -0.4673 7.39 13.09 -9.88
O -0.2781 -0.6135 0.2833 -10.74 -8.49 12.58
C 0.2384 1.1465 -0.7672 7.54 -0.70 -3.56
C 1.4446 1.9368 -1.1510 -6.76 5.31 -1.21
C 1.2401 3.4123 -1.6173 -2.51 -8.70 2.28
C -0.0820 3.8127 -1.7061 1.75 1.46 0.58
C -1.1173 3.1028 -1.2160 -2.56 -2.58 -0.15
C -0.9801 1.6147 -0.9021 -2.08 5.75 -0.02
H -1.8355 1.0641 -0.5975 -0.67 -0.33 -0.01
H -2.0964 3.6931 -1.2061 1.18 -1.52 0.07
Cl -0.2469 5.4968 -2.1910 -0.48 -0.11 0.03
H 2.0742 3.9399 -1.5540 3.27 2.77 -0.67
H 2.3977 1.6273 -1.1671 3.23 -1.35 0.39
H 2.0100 -0.3393 -1.5389 4.43 5.08 -4.92
H 2.4108 -2.8431 -1.2363 0.64 0.31 -1.24
C 2.4065 -2.2388 0.9592 9.91 -4.38 -11.57
C 3.6974 -1.5479 0.6407 3.10 2.47 0.87
C 4.9651 -2.0616 0.1853 -2.39 5.31 1.13
N 5.7919 -0.8129 0.0778 9.60 -12.69 -4.61
C 5.4190 0.1814 0.5925 -11.69 6.72 4.42
C 5.8106 1.4351 0.8159 4.59 1.77 -0.16
C 4.9723 2.3352 1.2933 -3.57 4.55 0.90
C 3.5494 2.2326 1.4682 1.95 -7.55 -0.68
C 2.9244 0.9223 1.4580 14.66 2.74 -4.51
C 3.9528 -0.0636 0.8595 -2.57 -0.78 1.95
H 2.0613 0.6463 1.6111 -8.86 -2.39 1.75
H 3.0484 2.9654 1.8537 -2.74 4.57 1.96
H 5.2350 3.4172 1.4964 0.54 -1.50 -0.39
H 6.8666 1.7368 0.6547 -0.59 -0.24 0.10
H 6.9095 -0.8363 0.1017 -3.03 -0.92 -0.76
H 5.2992 -2.9610 -0.2242 0.53 -1.11 -0.41
H 1.8261 -1.9048 1.5619 -7.06 3.95 7.34
H 2.7988 -3.2544 0.9800 -1.30 -0.36 0.78
```
Forces are in eV/Å.

=====

No. 2
The following is a DFT calculation (the ωB97M-V functional and the def2-TZVPD basis) of a 32-piece molecular cluster, H60N2O36 overall at a distorted geometry.

The charge is -2. As for the calculated total energy: -77663.843 eV. The largest force on an atom comes out at 0.0611 Eh/bohr. The value obtained for the LUMO energy is 3.0 eV. Its HOMO energy is -3.6 eV. As for the spin multiplicity: 1.

```
98
Properties=species:S:1:pos:R:3:forces:R:3
N -0.0423 -0.4878 -0.2579 -2.49 -0.43 1.87
O 0.5527 0.4357 0.2908 0.46 0.70 0.27
O 0.2100 -0.8101 -1.4088 0.26 -0.83 -1.03
O -0.9872 -1.0593 0.3884 1.67 0.47 -1.05
N -0.7260 4.7644 4.0166 -1.05 0.27 0.11
O -0.2870 4.6080 2.8567 0.24 -0.99 -0.92
O -0.4976 5.8102 4.5897 0.87 1.63 0.85
O -1.4714 3.9432 4.5756 -0.10 -0.76 -0.58
O 3.5205 -1.1097 3.2374 0.14 -0.07 0.94
H 3.6903 -0.2931 2.7679 0.47 0.50 -0.05
H 4.0620 -1.7605 2.7907 0.20 -0.11 -0.47
O -2.2884 -1.0018 -3.2533 -0.26 -0.59 -0.18
H -1.4220 -1.0287 -2.8473 0.35 0.02 0.41
H -2.1169 -1.0895 -4.1909 0.04 0.05 -0.31
O -3.5189 -4.5443 -2.8679 -0.07 -0.29 -0.53
H -3.3761 -3.9560 -2.1265 -0.52 0.22 0.31
H -2.6807 -4.9916 -2.9843 0.16 -0.21 -0.05
O 1.3810 0.6717 -6.5333 -0.27 -0.25 -0.65
H 1.2773 0.1477 -5.7390 -0.04 -0.17 0.09
H 1.9035 1.4248 -6.2574 0.26 0.18 0.04
O 1.1581 0.2536 3.1665 -0.02 1.03 -0.21
H 0.8148 0.2366 2.2731 -0.26 -0.03 -0.27
H 1.9530 -0.2784 3.1283 0.00 -0.85 -0.14
O 3.2477 2.1441 -5.0516 0.46 0.01 -0.04
H 2.5855 2.3794 -4.4018 -0.64 0.09 0.18
H 4.0681 2.4806 -4.6910 0.27 0.00 -0.05
O 2.3615 -4.4756 1.2438 -0.23 -0.30 0.58
H 3.2893 -4.6388 1.4135 0.18 -0.05 0.10
H 2.3061 -4.3704 0.2940 0.19 0.31 -0.54
O -1.9945 1.1374 4.8732 -0.25 0.23 0.50
H -2.2788 0.9565 3.9773 -0.13 -0.37 -0.19
H -1.8737 2.0866 4.8996 0.24 0.34 0.00
O 4.7000 -1.7930 0.9164 0.83 -0.68 0.04
H 4.2030 -0.9875 0.7738 -0.49 0.56 -0.24
H 4.2053 -2.4661 0.4491 -0.25 -0.17 -0.22
O 1.2201 -2.5920 3.1514 -0.64 -0.26 0.13
H 2.0941 -2.4416 3.5116 0.10 0.21 0.05
H 1.3710 -3.1232 2.3695 0.18 -0.34 -0.22
O 3.5354 -1.2287 -2.4296 0.37 -0.18 0.22
H 2.6976 -0.7991 -2.6020 -0.45 0.29 -0.04
H 3.7899 -1.6052 -3.2721 0.13 0.04 -0.42
O -3.6490 1.1003 -2.4021 -0.34 1.10 -1.05
H -3.6110 0.9430 -1.4587 -0.06 -0.07 1.04
H -3.2136 0.3411 -2.7897 0.20 -0.46 -0.12
O 0.0036 -0.8015 5.4253 -0.26 -0.74 0.86
H 0.8776 -1.0159 5.7517 0.19 0.07 0.06
H 0.1133 -0.7258 4.4774 -0.19 0.13 -0.25
O -4.9779 0.7289 3.5150 -0.29 -0.09 0.28
H -5.2775 1.5882 3.2183 0.01 0.24 -0.07
H -5.0614 0.1665 2.7449 0.25 -0.09 -0.29
O 0.6446 2.8037 -4.0992 0.73 -0.41 -0.04
H -0.3019 2.7120 -3.9897 -0.85 -0.13 -0.34
H 0.8536 3.6424 -3.6879 0.01 0.59 0.43
O -2.0776 -0.7756 3.0494 -0.05 0.11 0.13
H -2.6105 -1.4760 2.6729 -0.13 -0.29 -0.15
H -1.3701 -0.6463 2.4178 0.17 -0.05 -0.12
O -2.4625 -3.0967 -0.7277 -0.54 -0.58 -0.20
H -1.9185 -3.3260 -1.4811 0.42 0.16 -0.08
H -1.8846 -2.5854 -0.1612 0.61 0.69 0.37
O -3.4927 0.2995 0.1717 -0.86 -0.28 -0.59
H -2.8937 -0.4367 0.0470 0.29 -0.29 0.19
H -3.0146 0.9044 0.7389 0.44 0.64 0.82
O 1.0069 -3.0219 -3.9928 0.12 -0.57 0.28
H 1.0669 -2.0704 -4.0779 -0.04 0.61 -0.14
H 0.5683 -3.3073 -4.7944 -0.09 -0.10 -0.17
O 3.9600 1.8270 3.4917 0.39 -0.08 0.06
H 4.5653 2.4880 3.1555 0.15 0.18 -0.05
H 3.1509 1.9708 3.0008 -0.58 0.02 -0.13
O 3.1925 0.5819 0.7168 0.86 0.14 0.12
H 2.2719 0.7453 0.5119 -0.75 -0.32 -0.17
H 3.6627 1.3055 0.3026 0.27 0.15 -0.07
O -2.1796 2.2150 1.8340 -0.32 -0.40 -0.69
H -2.5716 2.9032 2.3717 0.11 0.23 0.45
H -1.2561 2.4582 1.7688 0.23 0.16 0.36
O 2.7367 -3.6537 -1.3665 -0.07 -0.92 0.35
H 1.8868 -3.7856 -1.7867 -0.28 0.04 -0.37
H 3.0966 -2.8755 -1.7921 0.17 0.80 -0.10
O 1.3937 5.0357 -2.0186 0.31 0.56 -1.43
H 0.9550 4.4263 -1.4250 -0.38 -0.39 0.95
H 2.2381 4.6247 -2.2036 0.28 0.04 0.15
O -2.1799 2.3070 -4.4661 0.65 0.27 -0.51
H -2.8759 2.1763 -5.1101 -0.03 0.03 -0.13
H -2.5811 2.0748 -3.6286 -0.64 -0.26 0.94
O -3.7735 -2.6864 1.7594 -0.17 -0.14 0.24
H -3.6477 -3.0924 0.9018 0.17 -0.26 -0.41
H -4.6638 -2.3358 1.7307 -0.20 0.17 0.10
O -5.3044 -1.9291 -2.0054 -0.41 -0.31 -0.11
H -5.2981 -1.8185 -1.0547 0.08 0.18 0.20
H -4.4394 -1.6313 -2.2874 0.37 0.16 -0.10
O 0.5534 3.5942 -0.0060 0.13 -0.36 -0.17
H 0.6810 2.6567 0.1392 -0.10 -0.43 -0.06
H 0.1103 3.9014 0.7849 -0.21 0.56 0.69
O 0.6743 -0.2042 -3.9208 0.32 -0.55 -0.60
H 0.4995 -0.3922 -2.9986 -0.09 0.13 0.78
H 0.7845 0.7460 -3.9553 -0.06 0.79 -0.06
O 2.0573 1.0961 5.6453 0.47 0.08 0.80
H 2.0353 0.7632 4.7481 -0.39 0.15 -0.07
H 2.3111 2.0146 5.5543 0.06 0.14 -0.07
```
Forces are in eV/Å.

=====

No. 3
The following is a DFT calculation (the ωB97M-V functional and the def2-TZVPD basis) of a 2-piece molecular cluster, C5H10N3 overall at a distorted geometry.

The energy above the lowest of the compared OMol25 structures with the same formula, charge and spin comes out at 97.34 kcal/mol. The charge is +1. As for the calculated total energy: -9807.527 eV. The largest force on an atom comes out at 0.0832 Eh/bohr. The value obtained for the LUMO energy is -3.5 eV. Its HOMO energy is -13.2 eV. As for the spin multiplicity: 1.

```
18
Properties=species:S:1:pos:R:3:forces:R:3
C -1.6895 -1.1817 -0.4099 2.25 -1.13 -0.39
C 0.6110 0.4085 0.6854 -0.24 1.15 -0.13
C -0.7739 2.3966 -0.0126 1.73 0.60 1.44
C 2.6059 -0.9955 0.1999 -0.30 -4.07 -1.27
C -0.4908 -1.5481 -0.7889 1.46 -0.28 -2.16
N -2.6284 -0.7273 0.1581 -0.57 1.31 1.33
N -0.3885 1.2032 0.8302 -0.26 0.94 0.15
N 1.6894 -0.0110 0.6023 0.38 0.02 0.64
H 0.0423 2.9407 -0.5292 -0.30 -0.86 0.38
H -1.4871 1.9932 -0.6342 -1.55 -0.32 -1.91
H -1.2462 3.0894 0.6853 0.09 -0.04 -0.10
H 2.0617 -1.6907 -0.6205 1.44 1.59 1.84
H 2.9431 -1.6992 1.0454 -0.95 1.31 -0.89
H 3.5474 -0.6559 -0.2138 -0.21 0.76 -0.11
H -0.0329 -0.9862 -1.6916 -0.87 -1.04 1.55
H -0.0149 -2.5318 -0.5248 -0.87 1.19 -0.13
H -1.2191 0.9621 1.3637 0.50 -0.81 0.21
H -3.5296 -0.9662 -0.1449 -1.73 -0.32 -0.46
```
Forces are in eV/Å.

=====

No. 4
The following is a DFT calculation (the ωB97M-V functional and the def2-TZVPD basis) of a 2-piece molecular cluster, C5H18N2O overall at a distorted geometry.

The energy above the lowest of the compared OMol25 structures with the same formula, charge and spin comes out at 16.70 kcal/mol. The charge is +2. As for the calculated total energy: -10488.931 eV. The largest force on an atom comes out at 0.0609 Eh/bohr. The value obtained for the LUMO energy is -6.0 eV. Its HOMO energy is -18.8 eV. As for the spin multiplicity: 1.

```
26
Properties=species:S:1:pos:R:3:forces:R:3
C 1.1690 -1.1411 1.1244 -0.54 3.07 -0.28
C 0.3535 0.0072 0.4766 -0.40 -0.15 -1.12
C 0.6115 0.0485 -1.0704 -0.63 -0.70 1.10
C -0.5807 0.7200 -1.8228 1.18 -0.71 0.97
C -0.7974 2.1899 -1.4560 -0.04 0.10 0.12
N -0.7985 3.0872 -2.6694 0.80 0.05 -0.90
N 0.8564 -1.1263 2.5951 1.03 -2.26 1.02
H 0.9592 -2.0585 0.5977 -0.11 -0.52 0.65
H 2.2106 -0.8471 1.0296 0.22 -0.46 0.06
H -0.7144 -0.0799 0.7062 -0.04 -0.55 -0.21
H 0.5521 1.0249 0.8142 0.68 -0.18 0.66
H 1.6164 0.4678 -1.1668 -0.29 0.47 -0.59
H 0.7122 -0.9821 -1.4429 -0.22 0.25 0.01
H -1.4788 0.1729 -1.5234 0.10 0.00 -0.18
H -0.4204 0.4824 -2.8683 -0.14 0.55 -0.43
H -1.7201 2.2848 -0.8986 -0.43 0.32 -0.41
H -0.0610 2.6338 -0.7944 0.41 -0.27 -0.02
H -1.3995 3.9146 -2.6540 -0.30 -0.22 0.16
H -0.9433 2.5580 -3.5369 -0.69 0.03 0.19
H 0.1443 3.4516 -2.8423 0.06 0.11 0.35
H 0.9492 -0.2328 3.0732 -0.39 0.31 -0.35
H 1.5497 -1.7209 3.0717 0.34 0.23 -0.18
H 0.0319 -1.7001 2.8797 -0.31 0.68 -0.86
H -0.6497 -3.8117 3.0419 -0.02 -0.71 0.41
H -1.5282 -3.1353 2.0300 -0.47 -0.17 -0.27
O -0.6154 -3.3785 2.1915 0.19 0.72 0.10
```
Forces are in eV/Å.

=====

No. 5
The following is a DFT calculation (the ωB97M-V functional and the def2-TZVPD basis) of the molecule C2H7N3 at a distorted geometry.

The energy above the lowest of the compared OMol25 structures with the same formula, charge and spin comes out at 71.18 kcal/mol. Its SMILES is [H]/N=C/N(C)N. As for the calculated total energy: -6654.869 eV. The largest force on an atom comes out at 0.0823 Eh/bohr. The value obtained for the LUMO energy is 0.9 eV. Its HOMO energy is -8.9 eV. As for the spin multiplicity: 1.

```
12
Properties=species:S:1:pos:R:3:forces:R:3
H -1.7101 1.3221 1.9661 0.05 0.55 0.06
N -1.6132 0.7343 1.1564 -0.67 -0.93 0.49
C -0.5022 0.8717 0.5937 1.58 3.79 1.02
N -0.1097 0.1323 -0.5052 -0.38 -0.69 1.10
C 1.3089 -0.1641 -0.5689 2.55 0.41 -1.26
N -1.0013 -0.9489 -0.5179 0.42 -2.12 0.86
H 0.1896 1.7724 0.9375 -0.73 -2.06 -0.99
H 1.7509 0.9592 -0.9987 -0.45 -3.55 1.66
H 1.5420 -1.0023 -1.3923 -0.76 2.16 1.61
H 1.8119 -0.6530 0.4435 -1.20 1.68 -2.24
H -0.7874 -1.6462 0.2979 -0.42 1.48 -1.95
H -0.8793 -1.3776 -1.4122 0.00 -0.71 -0.36
```
Forces are in eV/Å.